Entry 1:
{
  "formula": "C42H111N5O22",
  "method": "ωB97M-V with the def2-TZVPD basis set",
  "charge": 0,
  "total_energy_ev": -97830.4071,
  "spin_multiplicity": 1,
  "smiles": "COCCNCCOC.COCCNCCOC.COCCNCCOC.COCCNCCOC.COCCNCCOC.OCCO.OCCO.OCCO.OCCO.OCCO.OCCO",
  "e_homo_ev": -8.339,
  "gap_ev": 8.49,
  "relative_energy_kj_mol": 956.65,
  "e_lumo_ha": 0.0055,
  "species": ["C", "O", "C", "C", "N", "C", "C", "O", "C", "H", "H", "H", "H", "H", "H", "H", "H", "H", "H", "H", "H", "H", "H", "H", "C", "O", "C", "C", "N", "C", "C", "O", "C", "H", "H", "H", "H", "H", "H", "H", "H", "H", "H", "H", "H", "H", "H", "H", "C", "O", "C", "C", "N", "C", "C", "O", "C", "H", "H", "H", "H", "H", "H", "H", "H", "H", "H", "H", "H", "H", "H", "H", "C", "O", "C", "C", "N", "C", "C", "O", "C", "H", "H", "H", "H", "H", "H", "H", "H", "H", "H", "H", "H", "H", "H", "H", "C", "O", "C", "C", "N", "C", "C", "O", "C", "H", "H", "H", "H", "H", "H", "H", "H", "H", "H", "H", "H", "H", "H", "H", "O", "C", "C", "O", "H", "H", "H", "H", "H", "H", "O", "C", "C", "O", "H", "H", "H", "H", "H", "H", "O", "C", "C", "O", "H", "H", "H", "H", "H", "H", "O", "C", "C", "O", "H", "H", "H", "H", "H", "H", "O", "C", "C", "O", "H", "H", "H", "H", "H", "H", "O", "C", "C", "O", "H", "H", "H", "H", "H", "H"],
  "coordinates": [[-8.4256, 5.0801, -7.9586], [-7.3198, 5.0906, -7.0369], [-7.4950, 5.4978, -5.7065], [-7.3526, 6.9955, -5.5004], [-6.0307, 7.3495, -6.0018], [-6.0565, 8.6853, -6.6355], [-4.6684, 8.9924, -7.1739], [-3.6362, 9.2136, -6.1596], [-2.2725, 9.0096, -6.5659], [-8.8981, 6.0039, -8.2924], [-9.2074, 4.4100, -7.6011], [-8.0217, 4.6007, -8.8503], [-6.8292, 4.9062, -5.0781], [-8.3865, 5.0839, -5.2353], [-7.6983, 7.3977, -4.5481], [-8.0828, 7.1922, -6.2854], [-5.8887, 6.7364, -6.7918], [-6.3223, 9.4906, -5.9507], [-6.6671, 8.8355, -7.5259], [-4.6903, 9.9095, -7.7627], [-4.4716, 8.1419, -7.8266], [-2.0357, 8.0315, -6.9846], [-1.7725, 8.8967, -5.6040], [-1.8203, 9.8920, -7.0187], [-0.1032, -0.2009, -11.6912], [0.5747, 0.8762, -11.0437], [0.6045, 2.1256, -11.8248], [1.1208, 3.4027, -11.0506], [2.6094, 3.5393, -11.1743], [3.1862, 4.4906, -10.2359], [4.6649, 4.7935, -10.4274], [5.0586, 5.6531, -9.4270], [5.4259, 5.0235, -8.2065], [-1.1319, -0.1308, -11.3376], [0.2662, -1.1496, -11.3018], [0.0985, -0.3758, -12.7480], [-0.4351, 2.3573, -12.0561], [1.1674, 2.0853, -12.7574], [0.7625, 3.3004, -10.0263], [0.5369, 4.2137, -11.4859], [3.1836, 2.7849, -11.5227], [3.0200, 4.0712, -9.2436], [2.6509, 5.4222, -10.0523], [4.6997, 5.3014, -11.3912], [5.3371, 3.9400, -10.5161], [6.3528, 4.4516, -8.2502], [4.8073, 4.1865, -7.8827], [5.5077, 5.8732, -7.5287], [-1.9530, -13.1360, 14.2943], [-1.2780, -12.8843, 13.0584], [-1.8616, -13.3753, 11.8654], [-2.1635, -12.3088, 10.7840], [-3.3760, -11.5563, 11.0561], [-3.7538, -10.6980, 9.9677], [-2.7763, -9.4621, 9.7919], [-2.3550, -9.0447, 8.5020], [-3.2974, -8.6163, 7.5730], [-1.2048, -13.1525, 15.0867], [-2.3051, -14.1654, 14.3613], [-2.8273, -12.5075, 14.4638], [-2.7271, -14.0006, 12.0845], [-1.1498, -14.0332, 11.3667], [-2.1878, -12.8972, 9.8668], [-1.2733, -11.6956, 10.9240], [-3.4418, -11.3006, 12.0310], [-4.7712, -10.3427, 10.1318], [-3.7482, -11.2516, 9.0288], [-1.8605, -9.4862, 10.3825], [-3.0704, -8.6772, 10.4886], [-2.6858, -8.5209, 6.6758], [-3.7106, -7.6382, 7.8192], [-4.1943, -9.1877, 7.3337], [-1.7028, 0.1693, 9.4758], [-1.4023, 0.8828, 10.5958], [-1.4948, 0.0791, 11.8091], [-1.9501, 0.9772, 12.9292], [-0.7430, 1.5428, 13.4594], [-0.2766, 2.7549, 12.7484], [0.9404, 3.4364, 13.4719], [0.4915, 3.7585, 14.7651], [1.4823, 3.9826, 15.6870], [-1.6252, 0.8272, 8.6102], [-2.7367, -0.1756, 9.4861], [-1.2182, -0.7883, 9.2853], [-0.6059, -0.5012, 12.0565], [-2.3146, -0.6391, 11.7993], [-2.2413, 0.2810, 13.7158], [-2.9218, 1.4710, 12.9388], [-0.9690, 1.8598, 14.3913], [-1.0953, 3.4728, 12.7981], [0.1488, 2.3997, 11.8098], [1.2759, 4.3537, 12.9880], [1.7135, 2.6687, 13.5041], [2.3550, 4.5032, 15.2926], [1.8331, 3.2200, 16.3823], [1.0955, 4.6861, 16.4243], [-2.7070, -0.4215, -5.3034], [-1.6941, -0.1643, -4.3324], [-1.5446, 1.1086, -3.8237], [-0.1140, 1.2181, -3.3092], [0.1241, 0.3080, -2.1240], [-0.3191, 0.8240, -0.8096], [0.1289, 0.0292, 0.4010], [-0.1463, -1.3257, 0.2825], [0.4112, -2.1764, 1.2228], [-2.7304, -1.4570, -5.6432], [-2.5434, 0.1855, -6.1938], [-3.6489, -0.0958, -4.8619], [-2.2285, 1.3155, -3.0005], [-1.6845, 1.8181, -4.6394], [0.1898, 2.2518, -3.1437], [0.4450, 0.8778, -4.1809], [-0.4060, -0.5220, -2.3480], [-1.4029, 0.7544, -0.7169], [0.0833, 1.8356, -0.7567], [-0.3320, 0.4789, 1.2805], [1.2128, 0.1156, 0.4771], [0.0315, -3.1526, 0.9210], [0.1208, -1.9509, 2.2489], [1.4983, -2.1050, 1.1874], [-4.2503, 5.5224, -0.0234], [-3.6010, 6.6596, 0.3942], [-3.4042, 7.7277, -0.6776], [-2.5809, 7.2822, -1.6843], [-4.0635, 5.6192, -0.9601], [-4.1568, 7.2294, 1.1388], [-2.6487, 6.3239, 0.8047], [-3.2344, 8.6887, -0.1923], [-4.3120, 7.9561, -1.2361], [-2.8572, 7.6973, -2.5047], [4.7920, 4.4328, -2.2558], [5.3819, 5.3023, -1.3591], [4.4000, 6.4181, -0.9360], [3.5285, 6.1211, 0.1053], [4.0280, 4.0343, -1.8324], [5.8024, 4.7690, -0.5065], [6.2220, 5.8131, -1.8295], [3.8966, 6.8000, -1.8242], [5.0202, 7.1436, -0.4096], [3.0053, 6.9237, 0.0449], [4.2985, -3.3440, -7.7653], [3.6329, -2.2078, -8.0914], [4.6939, -1.1948, -8.6933], [5.0478, -1.6106, -9.9180], [4.8468, -3.5808, -8.5169], [2.9252, -2.3990, -8.8980], [3.0634, -1.7645, -7.2745], [5.6008, -1.1647, -8.0894], [4.2335, -0.2071, -8.6654], [5.8041, -1.0752, -10.1688], [7.8379, -6.6283, 2.1799], [6.9895, -5.8342, 2.9489], [6.0866, -6.5746, 3.9074], [6.8932, -7.5905, 4.4964], [7.9717, -6.1758, 1.3439], [7.7411, -5.1730, 3.3802], [6.3646, -5.1749, 2.3465], [5.2453, -7.1311, 3.4944], [5.7750, -5.9686, 4.7580], [7.4700, -7.7408, 3.7440], [8.4861, 0.2443, -1.4317], [7.5066, -0.7370, -1.0823], [7.3932, -1.9470, -2.0340], [8.3788, -2.9643, -1.7864], [8.4123, 0.5505, -2.3385], [7.6716, -1.0134, -0.0410], [6.5069, -0.3033, -1.1082], [7.6473, -1.7553, -3.0765], [6.3403, -2.2199, -2.1048], [9.1945, -2.4795, -1.9322], [-2.9994, -4.8295, -0.9324], [-2.0859, -5.3384, -1.8691], [-2.1779, -6.8679, -1.9612], [-2.9433, -7.4051, -3.0440], [-2.5549, -4.0577, -0.5743], [-2.2722, -4.8486, -2.8249], [-1.1566, -4.9614, -1.4420], [-2.5525, -7.1873, -0.9886], [-1.2047, -7.3308, -2.1249], [-3.8049, -6.9843, -2.9969]]
}

Entry 2:
{
  "formula": "C42H112CuF4N2O50S18",
  "method": "ωB97M-V with the def2-TZVPD basis set",
  "charge": 0,
  "total_energy_ev": -401252.1181,
  "spin_multiplicity": 2,
  "e_homo_ev": [-10.660, -10.659],
  "gap_ev": [8.73, 6.37],
  "e_lumo_ha": [-0.0709, -0.1575],
  "species": ["Cu", "N", "S", "O", "O", "F", "S", "O", "O", "F", "N", "S", "O", "O", "F", "S", "O", "O", "F", "O", "S", "O", "O", "C", "C", "C", "H", "H", "H", "H", "H", "H", "H", "H", "O", "S", "O", "O", "C", "C", "C", "H", "H", "H", "H", "H", "H", "H", "H", "O", "S", "O", "O", "C", "C", "C", "H", "H", "H", "H", "H", "H", "H", "H", "O", "S", "O", "O", "C", "C", "C", "H", "H", "H", "H", "H", "H", "H", "H", "O", "S", "O", "O", "C", "C", "C", "H", "H", "H", "H", "H", "H", "H", "H", "O", "S", "O", "O", "C", "C", "C", "H", "H", "H", "H", "H", "H", "H", "H", "O", "S", "O", "O", "C", "C", "C", "H", "H", "H", "H", "H", "H", "H", "H", "O", "S", "O", "O", "C", "C", "C", "H", "H", "H", "H", "H", "H", "H", "H", "O", "S", "O", "O", "C", "C", "C", "H", "H", "H", "H", "H", "H", "H", "H", "O", "S", "O", "O", "C", "C", "C", "H", "H", "H", "H", "H", "H", "H", "H", "O", "S", "O", "O", "C", "C", "C", "H", "H", "H", "H", "H", "H", "H", "H", "O", "S", "O", "O", "C", "C", "C", "H", "H", "H", "H", "H", "H", "H", "H", "O", "S", "O", "O", "C", "C", "C", "H", "H", "H", "H", "H", "H", "H", "H", "O", "S", "O", "O", "C", "C", "C", "H", "H", "H", "H", "H", "H", "H", "H"],
  "coordinates": [[-20.3429, -1.0819, 16.3232], [-19.8152, -0.0099, 14.6836], [-19.6945, -0.4829, 13.2423], [-18.3639, -0.7954, 12.6975], [-20.7731, -0.2548, 12.2826], [-20.0725, -1.9553, 13.6366], [-19.2137, 1.5162, 14.0990], [-20.1026, 2.3259, 13.2608], [-17.8117, 1.7091, 13.8397], [-19.2994, 2.2561, 15.5030], [-21.0178, -2.5137, 17.6688], [-21.5081, -2.3987, 19.3696], [-20.8441, -3.3126, 20.2741], [-22.8297, -2.0309, 19.7184], [-20.7794, -0.9448, 19.6888], [-21.7982, -3.8664, 17.5483], [-23.2448, -3.9357, 17.6751], [-20.9692, -5.0408, 17.8435], [-21.5856, -3.9644, 15.9494], [-20.8513, -2.4941, 8.0525], [-20.8786, -3.3083, 9.2610], [-20.6094, -4.7528, 9.0476], [-19.8299, -2.7803, 10.4035], [-18.4705, -2.6961, 10.0718], [-17.7461, -3.9307, 10.5572], [-22.3985, -3.0412, 10.2313], [-17.9974, -1.8041, 10.4824], [-18.2826, -2.5600, 9.0067], [-17.9062, -4.0985, 11.6222], [-16.6616, -3.8220, 10.5664], [-17.9016, -4.8427, 9.9809], [-23.2555, -3.4600, 9.7037], [-22.5821, -1.9883, 10.4452], [-22.2594, -3.5435, 11.1886], [-20.3961, -6.3798, 23.6452], [-21.4073, -6.7052, 22.6329], [-22.5138, -7.6596, 22.8521], [-22.1830, -5.3024, 22.1532], [-23.1467, -5.3621, 21.0963], [-24.3618, -4.4572, 21.5299], [-20.4953, -7.0427, 21.0709], [-23.5871, -6.3059, 20.7745], [-22.7289, -5.0916, 20.1266], [-24.7292, -4.6568, 22.5365], [-25.1222, -4.5468, 20.7541], [-24.0528, -3.4142, 21.4611], [-21.3348, -7.0781, 20.3766], [-20.0333, -8.0261, 20.9834], [-19.8417, -6.2233, 20.7714], [-19.9026, 0.1825, 25.7868], [-20.8133, 1.3181, 25.7008], [-20.9081, 2.3309, 26.7424], [-20.5621, 2.0282, 24.2207], [-20.9771, 3.3239, 24.1040], [-21.0069, 3.7629, 22.5752], [-22.5806, 0.7140, 25.3925], [-20.3252, 3.9813, 24.6793], [-22.0098, 3.4197, 24.4393], [-21.7881, 3.2656, 22.0002], [-20.0409, 3.5281, 22.1281], [-21.0813, 4.8454, 22.4721], [-22.6812, 0.1602, 24.4591], [-23.1960, 1.5790, 25.6397], [-22.5479, 0.0306, 26.2411], [-21.1568, -10.7984, 17.8856], [-20.4773, -9.5227, 17.7187], [-19.5623, -9.0815, 18.7718], [-19.5817, -9.5901, 16.3494], [-20.2485, -10.0233, 15.1706], [-19.3531, -10.0313, 13.9728], [-21.6061, -8.1059, 17.3714], [-21.1130, -9.4162, 14.9018], [-20.5111, -11.0756, 15.2790], [-18.5945, -10.7825, 14.1924], [-18.8699, -9.0953, 13.6926], [-19.8655, -10.3127, 13.0528], [-20.9179, -7.3551, 16.9830], [-22.0235, -7.8205, 18.3370], [-22.4158, -8.2888, 16.6650], [-22.1327, -5.7046, 12.7221], [-21.1821, -6.6050, 13.4324], [-21.4862, -6.8585, 14.8608], [-21.2114, -8.1111, 12.5807], [-20.9287, -8.0946, 11.2109], [-21.3680, -9.4273, 10.6576], [-19.4725, -5.9432, 13.1775], [-19.8723, -7.8548, 11.0902], [-21.4787, -7.2682, 10.7607], [-21.2141, -9.6418, 9.6000], [-22.4470, -9.5464, 10.7568], [-20.7483, -10.2490, 11.0165], [-18.7748, -6.7473, 13.4114], [-19.3837, -5.0452, 13.7889], [-19.2525, -5.7945, 12.1204], [-22.3084, -1.3493, 15.2570], [-23.4467, -1.6995, 14.4103], [-23.2884, -2.7139, 13.3716], [-24.7028, -2.0770, 15.3851], [-24.7882, -1.2803, 16.5677], [-25.8633, -1.8383, 17.5199], [-24.1319, -0.3096, 13.6364], [-24.9978, -0.2489, 16.2841], [-23.8704, -1.2084, 17.1512], [-25.6445, -2.8215, 17.9367], [-26.7944, -2.0317, 16.9873], [-26.1445, -1.2714, 18.4073], [-24.1503, 0.5664, 14.2849], [-25.1451, -0.5645, 13.3255], [-23.5607, -0.0736, 12.7386], [-21.6378, 0.5222, 17.3352], [-22.1786, 1.8140, 17.7884], [-21.3355, 2.9211, 18.2226], [-23.2860, 2.3507, 16.6173], [-22.7966, 2.6510, 15.3102], [-22.2836, 4.0482, 15.1843], [-23.4160, 1.6305, 19.2075], [-23.6686, 2.5604, 14.6625], [-22.1527, 1.8528, 14.9410], [-21.9260, 4.2682, 14.1785], [-21.5273, 4.2857, 15.9325], [-23.0396, 4.7960, 15.4241], [-22.8851, 1.2391, 20.0753], [-24.2615, 0.9988, 18.9352], [-23.7768, 2.6325, 19.4399], [-27.0707, -6.3612, 12.7003], [-26.4541, -6.2429, 14.0345], [-27.2757, -6.0355, 15.2021], [-25.4184, -7.5066, 14.2883], [-24.6990, -8.0462, 13.2197], [-25.4557, -9.3458, 12.6969], [-25.1668, -4.9065, 13.8538], [-23.6707, -8.3318, 13.4417], [-24.6280, -7.2523, 12.4762], [-25.4292, -10.2124, 13.3575], [-25.0028, -9.6631, 11.7576], [-26.5267, -9.1967, 12.5599], [-25.8102, -4.0343, 13.9700], [-24.6211, -5.0008, 12.9150], [-24.4265, -5.0138, 14.6466], [-14.7918, 2.1369, 22.7108], [-15.4389, 1.5038, 23.8453], [-14.6845, 0.5780, 24.7365], [-16.0474, 2.7531, 24.7378], [-16.4253, 2.6396, 26.0892], [-17.7454, 3.4166, 26.2852], [-17.1074, 0.7796, 23.4523], [-15.6063, 2.9972, 26.7133], [-16.5035, 1.6028, 26.4164], [-17.6161, 4.4918, 26.1619], [-18.2072, 3.4718, 27.2710], [-18.5130, 3.1118, 25.5739], [-17.5494, 0.1055, 24.1861], [-16.9153, 0.2121, 22.5417], [-17.7916, 1.6133, 23.2949], [-18.2483, -2.1853, 21.6094], [-18.1548, -3.1683, 22.6986], [-17.6233, -4.5040, 22.5453], [-17.3406, -2.4686, 23.9504], [-16.9366, -3.1583, 25.1075], [-16.7391, -2.0364, 26.1170], [-19.7468, -3.1510, 23.5850], [-15.9673, -3.6560, 25.0774], [-17.6938, -3.8525, 25.4721], [-17.7142, -1.6123, 26.3564], [-16.0036, -1.3774, 25.6556], [-16.1962, -2.4715, 26.9561], [-20.5717, -3.4587, 22.9424], [-19.8528, -2.1733, 24.0550], [-19.6698, -3.8226, 24.4400], [-17.5429, -4.5714, 15.6467], [-17.2176, -3.1902, 16.0023], [-18.2916, -2.1423, 16.0507], [-16.4122, -3.2367, 17.4505], [-17.2691, -3.3852, 18.6367], [-17.4389, -4.8897, 19.0364], [-15.8912, -2.7541, 14.9261], [-18.2443, -2.9103, 18.5291], [-16.7671, -2.8272, 19.4271], [-18.2069, -5.0191, 19.7991], [-16.4896, -5.3411, 19.3249], [-17.9071, -5.4862, 18.2534], [-15.0798, -3.4428, 15.1613], [-15.5754, -1.7151, 15.0200], [-16.3106, -2.9118, 13.9325], [-26.3610, -1.2047, 26.5308], [-27.1666, -1.2621, 25.3216], [-28.5196, -0.7842, 25.1736], [-26.3086, -0.6057, 24.0746], [-26.8824, -0.7965, 22.7257], [-25.6147, -0.7972, 21.8267], [-27.1412, -3.0481, 24.7844], [-27.6348, -0.0481, 22.4768], [-27.5477, -1.6427, 22.5536], [-25.2815, 0.2308, 21.6843], [-25.7247, -1.2360, 20.8350], [-24.8328, -1.3454, 22.3524], [-26.1377, -3.2817, 24.4289], [-27.9089, -3.0592, 24.0107], [-27.4007, -3.7608, 25.5673], [-17.1166, 1.4430, 17.1344], [-17.7345, 0.6172, 18.1358], [-19.0221, -0.0921, 17.8605], [-16.5969, -0.4185, 18.8323], [-15.2002, -0.1342, 18.6456], [-14.4180, -0.3043, 19.9767], [-18.0188, 1.6494, 19.6821], [-15.0466, 0.8932, 18.3157], [-14.7721, -0.6974, 17.8164], [-13.3666, -0.1419, 19.7398], [-14.6341, -1.3274, 20.2846], [-14.7574, 0.3199, 20.8033], [-18.8018, 2.3801, 19.4795], [-17.0419, 2.0561, 19.9434], [-18.4318, 0.9525, 20.4115], [-28.4111, -3.6379, 21.1053], [-28.4835, -4.1451, 19.7108], [-28.6098, -3.2081, 18.5738], [-27.2469, -5.3025, 19.5207], [-26.9213, -5.5468, 18.1297], [-26.1031, -6.8318, 17.9965], [-29.9073, -5.3294, 19.6801], [-26.3445, -4.7782, 17.6153], [-27.8516, -5.4734, 17.5664], [-26.6669, -7.6477, 18.4487], [-25.1205, -6.7320, 18.4576], [-25.9797, -7.0819, 16.9428], [-30.6731, -4.8873, 20.3175], [-29.5254, -6.2560, 20.1087], [-30.2154, -5.5002, 18.6486]]
}